No. 1
Formula: C47H44FN4O4PS4Sr
Source: the OMol25 dataset
Level of theory: the ωB97M-V functional and the def2-TZVPD basis

HOMO energy (alpha / beta) ... -0.258 / -0.133 Eh
HOMO-LUMO gap (alpha / beta) ... 0.2479 / 0.1003 hartree
Molecular weight ... 994.75 g mol⁻¹
E ... -4402.026422 a.u.
Energy above the lowest of the compared OMol25 structures with the same formula, charge and spin ... 0.000 eV
Charge ... 0
LUMO energy (alpha / beta) ... -0.265 / -0.898 eV

Each line ends with the Mulliken charge.
Atoms and positions in Å:
Sr (-1.14936, -0.03243, -2.20378)  1.49
S (0.01224, -2.50283, -7.10187)  -0.27
C (-0.40494, -1.73437, -5.66606)  0.21
S (-1.60749, -2.12090, -4.54556)  -0.29
S (0.02944, -0.17366, -5.20568)  -0.28
C (-2.78817, 2.15248, 5.47774)  -1.05
C (-1.43437, 2.52524, 4.92632)  -1.03
N (-1.07782, 1.78406, 3.74434)  0.26
C (-1.40225, 2.39642, 2.57304)  -0.08
C (-1.32856, 1.72275, 1.34950)  -0.10
C (-1.42341, 2.53114, 0.09423)  -0.23
O (-1.87467, 3.66027, 0.27967)  -0.77
O (-1.14628, 1.97928, -1.01872)  -0.58
C (-1.16172, 0.28785, 1.33305)  1.34
O (-1.49503, -0.45369, 0.37585)  -1.06
C (-0.71641, -0.32255, 2.57005)  0.76
C (-0.29585, -1.64519, 2.52478)  -1.50
C (0.31451, -2.16977, 3.67760)  0.64
F (0.89970, -3.39362, 3.48328)  -0.38
C (0.39166, -1.52446, 4.95060)  -1.11
C (-0.15699, -0.19068, 4.92599)  -0.24
C (-0.60962, 0.46214, 3.78582)  -0.16
N (0.80764, -2.20930, 6.07511)  0.74
C (1.90213, -1.71599, 6.88089)  -0.64
C (1.79296, -2.15951, 8.33502)  -1.88
N (1.51241, -3.62492, 8.47798)  -0.90
C (0.33309, -4.06582, 7.61881)  -2.06
C (0.49286, -3.63514, 6.18684)  -0.25
H (-2.98637, 2.54436, 6.48544)  0.38
H (-2.82162, 1.04756, 5.60533)  0.28
H (-3.59193, 2.35279, 4.76934)  0.33
H (-0.63787, 2.38319, 5.68098)  0.41
H (-1.31464, 3.57007, 4.66962)  0.52
H (-1.66292, 3.44730, 2.65343)  0.49
H (-0.40990, -2.19692, 1.63536)  0.74
H (-0.27293, 0.37667, 5.85514)  0.48
H (1.92975, -0.63397, 6.86470)  0.42
H (2.86339, -2.02498, 6.47238)  0.39
H (0.99152, -1.64437, 8.93067)  0.22
H (2.75179, -1.95586, 8.83594)  0.75
H (1.33908, -3.86499, 9.47709)  1.12
H (2.36409, -4.19058, 8.27348)  0.85
H (-0.55749, -3.58799, 8.05871)  0.21
H (0.24606, -5.14369, 7.76663)  0.78
H (-0.41084, -3.88486, 5.63537)  0.40
H (1.29206, -4.28304, 5.72203)  0.33
O (0.78893, -1.58620, -1.85796)  -0.46
P (2.29043, -1.69224, -2.02302)  1.85
C (3.18014, -0.23759, -1.45197)  0.75
C (2.59093, 1.02584, -1.75916)  -0.48
C (3.24740, 2.22451, -1.37920)  -0.81
C (4.35484, 2.16402, -0.55264)  -0.56
C (4.82746, 0.92024, -0.12443)  -0.61
C (4.31059, -0.27716, -0.58914)  -0.54
C (2.75489, -2.02923, -3.72301)  0.64
C (3.13767, -1.02360, -4.63018)  -0.64
C (3.44572, -1.37821, -5.95725)  -0.29
C (3.39188, -2.68520, -6.40137)  -0.67
C (3.07298, -3.68648, -5.51847)  -0.62
C (2.78334, -3.39554, -4.16512)  -0.43
C (3.00054, -3.03329, -1.10749)  -0.20
C (4.33999, -3.52566, -1.30491)  -0.24
C (4.83215, -4.56862, -0.50736)  -0.65
C (3.99898, -5.18653, 0.40835)  -0.41
C (2.69424, -4.75118, 0.59696)  -0.59
C (2.19923, -3.64958, -0.12481)  -0.71
H (1.72444, 1.15436, -2.42528)  0.36
H (2.82302, 3.19976, -1.67059)  0.43
H (4.92311, 3.03754, -0.23400)  0.38
H (5.65671, 0.90059, 0.59877)  0.37
H (4.72974, -1.20958, -0.24130)  0.40
H (3.24252, 0.01862, -4.32089)  0.38
H (3.78214, -0.58929, -6.64148)  0.36
H (3.64012, -2.96918, -7.43297)  0.35
H (3.08597, -4.72383, -5.81790)  0.39
H (2.53562, -4.24518, -3.51945)  0.40
H (4.99183, -3.09798, -2.07511)  0.47
H (5.88295, -4.88872, -0.57217)  0.37
H (4.34935, -6.01850, 1.00730)  0.39
H (2.13559, -5.19716, 1.40635)  0.44
H (1.18797, -3.28696, 0.02706)  0.25
N (-3.17903, 1.24127, -3.48716)  -0.30
S (-3.88622, 2.67035, -3.07386)  0.48
C (-2.86404, 4.08010, -3.63074)  0.35
C (-1.83686, 3.89317, -4.53985)  -0.18
C (-0.92035, 4.94015, -4.72007)  -0.68
C (-1.08261, 6.14276, -4.07219)  -0.33
C (-2.20352, 6.36146, -3.25445)  -0.61
C (-3.08861, 5.31298, -3.04295)  -0.30
C (-5.46908, 2.85443, -3.86640)  0.24
C (-5.59950, 3.30445, -5.17744)  -0.31
C (-6.85851, 3.39836, -5.72968)  -0.56
C (-7.98836, 3.19853, -4.93629)  -0.45
C (-7.82792, 2.70267, -3.63821)  -0.53
C (-6.55477, 2.56489, -3.06676)  -0.28
H (-3.81343, 0.80012, -4.13513)  0.07
H (-1.76611, 2.97081, -5.12961)  0.43
H (0.02578, 4.77053, -5.25944)  0.35
H (-0.37756, 6.98377, -4.22947)  0.34
H (-2.32905, 7.33619, -2.76370)  0.35
H (-4.03400, 5.42067, -2.48260)  0.33
H (-4.72518, 3.53387, -5.79339)  0.35
H (-7.01409, 3.66236, -6.76376)  0.39
H (-8.98526, 3.43339, -5.30600)  0.38
H (-8.71815, 2.35247, -3.09562)  0.34
H (-6.36397, 2.21987, -2.01785)  0.35

---

No. 2
Formula: C12H12F4O12
Source: the OMol25 dataset
Level of theory: the ωB97M-V functional and the def2-TZVPD basis

HOMO energy (alpha / beta) ... -0.472 / -0.472 Eh
HOMO-LUMO gap (alpha / beta) ... 0.3139 / 0.0847 hartree
Molecular weight ... 424.21 g mol⁻¹
E ... -1766.376744 a.u.
Energy above the lowest of the compared OMol25 structures with the same formula, charge and spin ... 0.000 eV
Charge ... +1
Multiplicity ... 2
LUMO energy (alpha / beta) ... -4.308 / -10.545 eV

Each line ends with the natural charge from an NBO analysis.
Atoms and positions in Å:
C (3.87987, -0.55866, -4.03646)  -0.15
C (2.75110, 0.15740, -4.64003)  0.43
O (2.59301, -0.42786, -5.89770)  -0.39
C (3.58570, -1.27520, -6.15970)  0.96
O (3.71856, -1.91417, -7.21739)  0.05
O (4.31950, -1.38604, -5.07316)  -0.37
F (2.89699, 1.47585, -4.76869)  -0.28
H (3.55316, -1.05678, -3.12365)  0.29
H (4.70928, 0.14727, -3.99343)  0.25
H (1.86931, -0.03628, -4.02927)  0.22
C (-2.03171, 3.98894, -0.19437)  -0.13
C (-0.93377, 3.24313, 0.52425)  0.43
O (-0.37504, 2.39738, -0.42444)  -0.48
C (-1.15759, 2.17653, -1.41777)  0.99
O (-1.08992, 1.25542, -2.21167)  -0.60
O (-2.13258, 3.15263, -1.36945)  -0.50
F (-1.50338, 2.52332, 1.42800)  -0.32
H (-1.58635, 4.89103, -0.61390)  0.20
H (-3.00381, 4.19273, 0.25459)  0.24
H (-0.37649, 3.95389, 1.13449)  0.19
C (-2.24336, -2.17061, 3.89038)  -0.14
C (-2.04510, -2.32357, 5.38637)  0.45
O (-1.30374, -1.21859, 5.71131)  -0.48
C (-1.49165, -0.27744, 4.75470)  0.97
O (-1.16583, 0.95322, 4.78743)  -0.59
O (-2.23974, -0.76440, 3.79041)  -0.49
F (-1.40564, -3.40420, 5.46912)  -0.30
H (-3.18908, -2.68375, 3.71602)  0.21
H (-1.44572, -2.64075, 3.31520)  0.20
H (-2.89540, -2.34840, 6.06789)  0.15
C (-0.87065, -1.42813, 0.31956)  -0.14
C (-0.29212, -0.54534, 1.30285)  0.41
O (0.89948, -0.10132, 0.67736)  -0.48
C (1.21214, -0.92185, -0.37711)  1.00
O (2.29763, -0.97600, -1.00572)  -0.65
O (0.13959, -1.66087, -0.62623)  -0.46
F (0.10890, -1.16023, 2.35415)  -0.32
H (-1.70731, -1.11731, -0.30612)  0.23
H (-1.13342, -2.34128, 0.85361)  0.21
H (-0.91485, 0.23030, 1.74857)  0.21

---

No. 3
Formula: C4H11NP
Source: the OMol25 dataset
Level of theory: the ωB97M-V functional and the def2-TZVPD basis

HOMO energy ... -0.514 Eh
HOMO-LUMO gap ... 0.3452 hartree
Molecular weight ... 104.11 g mol⁻¹
E ... -554.798322 a.u.
Energy above the lowest of the compared OMol25 structures with the same formula, charge and spin ... 1.508 eV
Charge ... +1
LUMO energy ... -4.597 eV
SMILES ... CPC=[N+](C)C

Each line ends with the natural charge from an NBO analysis.
Atoms and positions in Å:
C (-0.18442, 0.73366, -2.35278)  -0.94
P (-0.71154, 1.79519, -0.92842)  0.62
C (0.21185, 0.87360, 0.32391)  -0.04
N (0.11295, -0.27622, 0.89135)  -0.28
C (0.99211, -0.83804, 2.00640)  -0.41
C (-0.83442, -1.19905, 0.37821)  -0.43
H (-0.92247, 0.95655, -3.10675)  0.26
H (-0.52098, -0.31191, -2.21619)  0.25
H (0.78713, 0.86014, -2.84156)  0.27
H (0.14115, 2.94483, -0.94181)  0.03
H (0.85201, 1.62640, 0.96222)  0.24
H (0.74105, -1.89478, 1.86141)  0.23
H (0.56679, -0.43648, 3.02299)  0.25
H (2.04400, -0.54615, 1.91698)  0.25
H (-1.68151, -0.65118, 0.03005)  0.23
H (-1.11350, -1.72056, 1.30823)  0.23
H (-0.48019, -1.91600, -0.31424)  0.24

---

No. 4
Formula: C7H7NOS
Source: the OMol25 dataset
Level of theory: the ωB97M-V functional and the def2-TZVPD basis

HOMO energy (alpha / beta) ... -0.304 / -0.304 Eh
HOMO-LUMO gap (alpha / beta) ... 0.2391 / 0.2394 hartree
Molecular weight ... 153.21 g mol⁻¹
E ... -798.907152 a.u.
Energy above the lowest of the compared OMol25 structures with the same formula, charge and spin ... 4.911 eV
Charge ... 0
LUMO energy (alpha / beta) ... -1.766 / -1.767 eV

Each line ends with the natural charge from an NBO analysis.
Atoms and positions in Å:
C (2.17239, 2.20092, -0.84102)  -0.13
C (1.63420, 1.17822, -0.47541)  -0.08
C (-2.56775, -0.97214, -0.11806)  -0.03
C (-2.86265, 0.40420, -0.20447)  -0.44
C (-0.55812, -0.10849, -0.02608)  0.00
C (1.59461, -1.35054, -0.29113)  -0.67
C (0.86319, -0.03871, -0.14613)  0.26
N (-1.24824, -1.23066, -0.05835)  -0.39
O (0.78619, 0.36604, 2.19692)  -0.91
S (-1.48005, 1.39214, -0.14805)  0.48
H (2.86254, 2.97753, -1.19593)  0.26
H (-3.15157, -1.84010, -0.28640)  0.22
H (-3.79785, 0.80342, 0.05459)  0.24
H (1.86160, -1.57396, -1.34304)  0.25
H (1.03365, -2.21655, 0.27376)  0.27
H (2.48068, -1.20044, 0.23271)  0.25
H (0.37718, 1.20912, 2.37611)  0.42

---

No. 5
Formula: C24H28ClN3O5S
Source: the OMol25 dataset
Level of theory: the ωB97M-V functional and the def2-TZVPD basis

HOMO energy ... -0.316 Eh
HOMO-LUMO gap ... 0.3314 hartree
Molecular weight ... 506.02 g mol⁻¹
E ... -2330.236955 a.u.
Energy above the lowest of the compared OMol25 structures with the same formula, charge and spin ... 0.000 eV
Charge ... 0
LUMO energy ... 0.420 eV
SMILES ... Cc1ccc(NC(=O)[C@@H]2CCCN(C(=O)c3ccc(Cl)cc3)C2)cc1S(=O)(=O)N1CCOCC1

Each line ends with the natural charge from an NBO analysis.
Atoms and positions in Å:
C (5.05786, 1.24674, 0.35323)  -0.66
C (3.64062, 1.71696, 0.24848)  0.00
C (3.38233, 2.97789, -0.29039)  -0.20
C (2.10377, 3.48695, -0.37799)  -0.20
C (1.02204, 2.75332, 0.10620)  0.14
N (-0.25757, 3.30909, 0.02098)  -0.60
C (-1.38304, 2.88151, 0.65676)  0.71
O (-1.38149, 2.07386, 1.55667)  -0.62
C (-2.65908, 3.51309, 0.09082)  -0.31
C (-3.87768, 3.28266, 0.99405)  -0.40
C (-4.25185, 1.80142, 1.09518)  -0.42
C (-4.33235, 1.14809, -0.28675)  -0.21
N (-3.14000, 1.43453, -1.05133)  -0.44
C (-2.06984, 0.61429, -1.15608)  0.69
O (-1.02367, 0.97850, -1.66982)  -0.64
C (-2.22919, -0.78310, -0.64430)  -0.14
C (-2.57466, -1.81684, -1.50564)  -0.18
C (-2.61735, -3.12132, -1.04776)  -0.23
C (-2.29864, -3.38794, 0.27499)  -0.04
Cl (-2.33743, -5.01849, 0.84288)  0.01
C (-1.94409, -2.36792, 1.14359)  -0.21
C (-1.90977, -1.06502, 0.68000)  -0.20
C (-2.93191, 2.84827, -1.27068)  -0.22
C (1.25980, 1.48591, 0.62181)  -0.16
C (2.54334, 0.97672, 0.67213)  -0.34
S (2.62387, -0.71891, 1.30117)  2.34
O (1.41837, -0.96843, 2.03280)  -0.94
O (3.87917, -0.94158, 1.96293)  -0.95
N (2.59506, -1.74968, 0.00296)  -0.68
C (3.76040, -1.88231, -0.83633)  -0.26
C (3.59576, -1.07302, -2.12807)  -0.08
O (2.41183, -1.43762, -2.79928)  -0.53
C (1.27611, -1.19172, -1.99329)  -0.09
C (1.34861, -1.98646, -0.68687)  -0.27
H (5.14161, 0.45134, 1.08631)  0.26
H (5.69803, 2.07566, 0.64965)  0.22
H (5.41590, 0.88137, -0.60987)  0.22
H (4.21330, 3.57092, -0.64396)  0.22
H (1.94180, 4.46491, -0.80901)  0.21
H (-0.34911, 4.05793, -0.65083)  0.40
H (-2.50222, 4.58794, -0.04647)  0.22
H (-4.71840, 3.84795, 0.58277)  0.20
H (-3.66765, 3.66569, 1.99356)  0.23
H (-3.49721, 1.28724, 1.68739)  0.24
H (-5.21318, 1.69983, 1.60018)  0.21
H (-5.18673, 1.54898, -0.84494)  0.19
H (-4.45280, 0.06818, -0.19250)  0.23
H (-2.81058, -1.59961, -2.53678)  0.22
H (-2.88934, -3.92709, -1.71120)  0.23
H (-1.68043, -2.58533, 2.16586)  0.24
H (-1.62132, -0.26990, 1.35059)  0.25
H (-3.82967, 3.27546, -1.72680)  0.20
H (-2.08769, 2.95995, -1.95420)  0.24
H (0.45837, 0.88159, 1.00662)  0.26
H (3.87734, -2.94224, -1.09201)  0.20
H (4.62277, -1.55728, -0.25721)  0.23
H (3.56872, 0.00353, -1.89864)  0.16
H (4.41418, -1.27940, -2.82069)  0.20
H (1.18985, -0.11758, -1.77956)  0.19
H (0.41188, -1.50225, -2.58096)  0.20
H (1.28185, -3.05862, -0.90773)  0.20
H (0.54098, -1.71012, -0.01214)  0.25

---

No. 6
Formula: CH2O3S2
Source: the OMol25 dataset
Level of theory: the ωB97M-V functional and the def2-TZVPD basis

HOMO energy ... -0.340 Eh
HOMO-LUMO gap ... 0.3089 hartree
Molecular weight ... 126.16 g mol⁻¹
E ... -1061.285798 a.u.
Energy above the lowest of the compared OMol25 structures with the same formula, charge and spin ... 2.390 eV
Charge ... 0
LUMO energy ... -0.835 eV
SMILES ... O=S(=O)=C(O)S

Each line ends with the natural charge from an NBO analysis.
Atoms and positions in Å:
O (2.46838, 0.63661, 1.41674)  -0.89
S (1.70941, -0.19001, 0.53726)  1.63
O (1.94724, 0.06190, -0.90175)  -0.92
C (-0.44419, 0.25750, 0.30568)  0.08
O (-0.83109, -0.93385, 0.61102)  -0.65
S (-1.23175, 1.26301, -0.85938)  0.15
H (-1.51628, -1.49680, 0.28388)  0.50
H (-2.10172, 0.40164, -1.39345)  0.10